(a)
12
Properties=species:S:1:pos:R:3 method="wB97M-V/def2-TZVPD" charge=-1 orbital_gap_ev=6.825 smiles="CC(=O)NC[O-]" homo_ev=-2.85
C -1.39 -0.40 -1.71
C -0.90 0.24 -0.38
O -1.60 1.11 0.12
N 0.29 -0.28 0.04
C 1.27 0.10 1.15
O 2.38 -0.57 0.93
H -1.88 0.25 -2.44
H -2.06 -1.18 -1.26
H -0.67 -0.91 -2.28
H 0.41 -1.24 -0.25
H 1.26 1.21 1.11
H 0.74 -0.15 2.07


(b)
12
Properties=species:S:1:pos:R:3 method="wB97M-V/def2-TZVPD" charge=-1 orbital_gap_ev=8.603 homo_ev=-4.18
O -0.88 1.47 -0.23
C -1.04 1.99 0.90
O -0.72 1.52 2.01
H -1.49 3.01 0.93
C 0.71 -0.69 -1.41
C 0.36 -1.47 0.76
N 0.78 -1.77 -0.40
H 0.98 -1.17 -2.35
H 1.36 0.16 -1.18
H -0.31 -0.32 -1.46
H 0.40 -2.21 1.55
H -0.15 -0.52 0.90


The structure with the least stability is (a).


(a)
14
Properties=species:S:1:pos:R:3 method="wB97M-V/def2-TZVPD" orbital_gap_ev=8.727 homo_ev=-9.41
C -1.71 -1.47 -0.23
C -0.49 1.31 0.47
C 0.79 1.55 -0.26
C 1.52 0.44 -0.55
C 1.29 -0.71 0.30
H -1.92 -2.49 -0.75
H -2.45 -1.43 0.56
H -0.56 2.00 1.39
H 1.01 2.59 -0.70
H 2.48 0.45 -1.01
H 0.50 -0.23 0.95
N -0.93 -0.44 -0.65
N -1.35 0.36 0.21
O 1.81 -1.94 0.27


(b)
14
Properties=species:S:1:pos:R:3 method="wB97M-V/def2-TZVPD" orbital_gap_ev=8.767 homo_ev=-9.09
C 0.03 -1.70 0.38
C 0.24 -0.59 -0.59
C 0.37 -0.50 -1.89
N 0.49 0.80 -2.28
N 0.31 1.62 -1.33
C 0.08 0.79 -0.15
C -0.23 1.23 1.06
O -0.35 2.55 1.25
H -0.85 -1.54 1.10
H 0.93 -1.74 1.08
H -0.06 -2.77 -0.07
H 0.63 -1.40 -2.54
H -0.57 0.58 1.86
H -1.00 2.66 2.12


(c)
14
Properties=species:S:1:pos:R:3 method="wB97M-V/def2-TZVPD" orbital_gap_ev="7.710 / 7.633" homo_ev="-8.76 / -8.45"
C 0.81 -1.50 -0.13
C -1.14 1.62 -0.24
C -0.65 -1.26 -0.42
C 0.91 -0.09 0.40
C -0.62 0.31 0.27
N -0.96 -0.31 1.36
N 1.80 0.73 0.73
O -1.50 -1.80 -1.04
H 2.74 0.36 0.63
H 1.38 -1.64 -1.06
H 1.05 -2.31 0.57
H -0.82 2.42 0.43
H -0.77 1.84 -1.25
H -2.23 1.61 -0.25


(d)
14
Properties=species:S:1:pos:R:3 method="wB97M-V/def2-TZVPD" orbital_gap_ev=8.321 smiles="C=C=C(O)[C@H](N)C#N" homo_ev=-8.45
C -0.94 2.11 -0.43
C -0.55 0.86 -0.34
C -0.65 -0.45 -0.22
O -1.62 -1.28 -0.69
C 0.70 -1.09 0.08
N 1.00 -1.31 1.47
C 1.57 0.03 -0.52
N 2.56 0.55 -0.80
H -1.87 2.46 0.00
H -0.38 2.87 -0.96
H -2.35 -0.77 -1.04
H 0.81 -2.03 -0.48
H 0.18 -1.40 2.05
H 1.55 -0.57 1.90


The structure with the least stability is (a).